The following is a DFT calculation (ωB97M-V with the def2-TZVPD basis set) of a gas-phase ion, C4H8NOS (charge -1) in a non-equilibrium geometry.

Its total charge is -1.

Atoms and positions in Å:
O 1.3538 0.7854 -2.6444
C 0.7747 0.5330 -1.5846
N 1.3510 -0.2470 -0.6455
C 0.5946 -0.8838 0.4246
C 0.0408 0.0104 1.5617
S -1.6512 -0.4287 2.0170
C -0.6739 0.9122 -1.4333
H 2.3168 -0.4504 -0.8455
H -0.2106 -1.4900 0.0050
H 1.2142 -1.6349 0.9185
H 0.7232 -0.1184 2.4059
H 0.1284 1.0671 1.3060
H -1.1405 0.6754 -0.4752
H -1.1771 0.1746 -2.0618
H -0.8852 1.8831 -1.8713


The following is a DFT calculation (ωB97M-V with the def2-TZVPD basis set) of a molecular structure, C48H49N10O3SSbSr in a non-equilibrium geometry.

Atoms and positions in Å:
Sr -0.9222 0.2178 -0.5535
C 3.7201 0.6451 1.8382
C 2.2871 0.7895 1.4201
N 1.8452 0.5080 0.2473
N 2.7838 0.0190 -0.6106
C 2.4853 0.1337 -1.8788
N 3.3948 -0.4741 -2.7181
S 1.1589 0.9350 -2.6262
C 1.3495 1.4521 2.3601
C 1.7297 1.7316 3.6773
C 0.8780 2.4520 4.4934
C -0.3295 2.8959 3.9797
C -0.6344 2.5582 2.6714
N 0.1627 1.8449 1.8841
H 4.2572 0.0278 1.1273
H 4.1974 1.6297 1.8822
H 3.8144 0.1921 2.8250
H 4.2961 -0.6657 -2.3072
H 3.4032 -0.1606 -3.6728
H 2.6853 1.3992 4.0518
H 1.1618 2.6757 5.5141
H -1.0183 3.4846 4.5699
H -1.5704 2.8767 2.2279
C -1.0781 -0.8034 3.2541
C -2.4106 -0.4035 2.7023
C -3.5945 -0.8949 3.2689
C -4.8004 -0.5575 2.7044
C -4.7981 0.2540 1.5688
C -3.5906 0.6997 1.0637
N -2.4227 0.4044 1.6521
Sb -3.9144 1.8253 -0.7586
C -2.4147 3.3605 -0.7647
C -2.8845 4.6541 -0.8906
C -1.9613 5.6959 -0.8767
C -0.6278 5.3911 -0.7348
C -0.2231 4.0549 -0.6103
C 1.2276 3.7387 -0.4425
N -1.1135 3.0618 -0.6276
C -3.4526 0.5047 -2.4166
C -4.6443 0.0280 -2.9337
C -4.6091 -0.8890 -3.9829
C -3.3826 -1.2918 -4.4510
C -2.2149 -0.7680 -3.8785
C -0.8825 -1.2578 -4.3487
N -2.2543 0.1443 -2.9080
H -0.3774 -1.0149 2.4411
H -0.6582 -0.0119 3.8810
H -1.1673 -1.7079 3.8546
H -3.5363 -1.5526 4.1251
H -5.7283 -0.9329 3.1155
H -5.7354 0.5126 1.0915
H -3.9439 4.8475 -0.9977
H -2.2855 6.7241 -0.9750
H 0.1279 6.1654 -0.7185
H 1.8057 4.2108 -1.2390
H 1.5844 4.1330 0.5126
H 1.4058 2.6701 -0.4823
H -5.5994 0.3497 -2.5368
H -5.5231 -1.2850 -4.4058
H -3.2925 -2.0215 -5.2431
H -0.9997 -1.9761 -5.1585
H -0.2513 -0.4318 -4.6711
H -0.3473 -1.7415 -3.5280
C 6.1489 -6.1993 1.8334
O 4.7830 -6.0357 1.5093
C 4.4559 -5.9675 0.1838
C 5.3108 -6.2811 -0.8550
C 4.8787 -6.1428 -2.1738
C 3.5989 -5.6951 -2.4352
C 2.7355 -5.3853 -1.3882
C 3.1517 -5.5146 -0.0742
N 2.3260 -5.2000 1.0239
C 1.4598 -4.0558 0.8642
N 0.2281 -4.4914 0.5111
C -1.0195 -3.8917 0.2070
C -1.2440 -2.5473 -0.1006
C -2.5882 -2.2820 -0.4070
C -3.6325 -3.1912 -0.4219
C -3.3598 -4.5159 -0.1160
C -2.0569 -4.8562 0.1979
O -1.6843 -6.1451 0.5121
C -2.6726 -7.1497 0.4692
N 1.8448 -2.8497 1.0481
C 3.2154 -2.7035 1.3573
C 4.1632 -2.5078 0.3485
C 5.5054 -2.3430 0.6461
C 5.9382 -2.3582 1.9680
C 5.0161 -2.5708 2.9801
C 3.6759 -2.7583 2.6726
O 2.7873 -3.0756 3.6826
C 2.1538 -1.9301 4.2227
H 6.5127 -7.1886 1.5422
H 6.2188 -6.0948 2.9131
H 6.7547 -5.4268 1.3537
H 6.3173 -6.6178 -0.6499
H 5.5526 -6.3856 -2.9848
H 3.2580 -5.5752 -3.4552
H 1.7398 -5.0140 -1.5942
H 2.8673 -5.1385 1.8770
H 0.1763 -5.4945 0.5822
H -2.9048 -1.2585 -0.6221
H -4.6478 -2.8935 -0.6680
H -4.1435 -5.2595 -0.1218
H -2.1708 -8.0796 0.7247
H -3.1092 -7.2360 -0.5296
H -3.4678 -6.9565 1.1946
H 3.8142 -2.4984 -0.6746
H 6.2169 -2.2018 -0.1580
H 6.9857 -2.2214 2.2058
H 5.3173 -2.6289 4.0194
H 1.4271 -2.2764 4.9564
H 1.6423 -1.3690 3.4375
H 2.8825 -1.2763 4.7166


The following is a DFT calculation (ωB97M-V with the def2-TZVPD basis set) of a single C5H8O2S molecule in a non-equilibrium geometry.

Atoms and positions in Å:
C 1.6143 0.2960 -0.2555
C 0.4308 0.2160 0.6378
C -1.0794 -1.3457 -0.2816
C -1.8130 0.9454 -0.0678
C -0.5500 1.1196 0.0724
H 2.0453 -1.2025 0.6927
H 1.9065 1.2823 -0.0939
H 1.0572 0.3876 -1.2442
H 0.7442 0.1726 1.6656
H -0.7098 -0.9732 -1.3217
H -1.0460 -2.4085 -0.2411
H -2.4409 1.7254 -0.3648
H -0.3494 2.2455 0.3256
O 2.6710 -0.7235 -0.0901
O 0.0601 -1.1212 0.4512
S -2.5411 -0.6158 0.1154


The following is a DFT calculation (ωB97M-V with the def2-TZVPD basis set) of a single C19H20F3N5O2S molecule in a non-equilibrium geometry.

Atoms and positions in Å:
O 1.3022 -0.6348 -7.0502
O 1.5197 1.5848 -5.8832
F 4.9468 1.9306 4.4564
F 3.2970 3.3459 4.9132
F 4.0343 3.0642 2.8624
N -0.8928 -1.9867 -0.8202
N 0.8414 -0.7058 3.6928
N 1.7315 1.3588 2.9802
C -0.6480 -0.9052 -0.1076
C 0.8349 0.3650 2.8928
C 1.8350 -0.8293 4.5409
C 2.7145 1.2781 3.8735
C 2.7818 0.1382 4.6547
C -0.5409 -2.3788 -3.3059
C -0.1490 -1.7674 -4.4848
C 0.3504 0.2734 -3.3266
C -0.5155 -1.6428 -2.0996
C -0.0887 -0.3371 -2.1433
C 0.2945 -0.4542 -4.5479
N -0.1048 0.1233 -0.8647
N -0.0903 0.4486 1.8525
C 3.7675 2.4126 4.0121
C -2.4314 -0.4064 3.3678
C -3.0709 -2.0311 1.5549
C 0.4109 1.4197 -0.3347
C -0.2504 1.6779 1.0235
C -0.8190 -0.7945 1.4010
C -2.2625 -0.7274 1.8572
C -0.9065 0.8399 -6.7192
S 0.7241 0.3393 -6.1216
H 1.8847 -1.7249 5.1330
H 3.5316 -0.0592 5.4203
H -0.8471 -3.4159 -3.3178
H -0.2011 -2.3929 -5.3986
H 0.6753 1.3046 -3.3420
H -1.9552 -1.1474 4.0062
H -3.4654 -0.4543 3.6459
H -2.0463 0.6058 3.6063
H -3.1894 -2.1630 0.4714
H -4.0755 -1.9462 1.9036
H -2.6203 -2.9313 2.0458
H 1.4787 1.3659 -0.2490
H 0.1451 2.2152 -1.0605
H -1.2941 1.9494 0.8729
H 0.2426 2.5578 1.4556
H -0.3635 -1.7037 1.8495
H -2.7650 0.0689 1.2851
H -1.4680 1.3808 -5.9045
H -1.4911 -0.0221 -7.0109
H -0.7919 1.5138 -7.5385


no.,HOMO energy (eV),LUMO (Ha)
1,-2.70,0.1389
2,-6.83,0.0003
3,-9.08,0.0247
4,-8.98,-0.0004